# 1
The following is a DFT calculation (ωB97M-V with the def2-TZVPD basis set) of a molecular structure, C2H3Br.

ΔE to the lowest compared entry with this formula, charge and spin = 0.338 eV
LUMO energy (spin up / spin down) = 1.2 / -3.6 eV
Frontier orbital gap (spin up / spin down) = 8.45 / 6.86 eV
Multiplicity = 3

Geometry (Å):
Br: 0.00 0.03 -2.56
C: -0.43 -0.27 0.61
C: 0.54 0.22 -0.03
H: -0.37 0.06 1.63
H: 1.55 0.69 0.07
H: -1.28 -0.72 0.28

Atomic partial charges in e from the natural (NBO) method, atoms 1 to 2:
1 Br 0.054
2 C -0.501



# 2
The following is a DFT calculation (ωB97M-V with the def2-TZVPD basis set) of 2 unconnected molecules or ions with the total composition C4H12NOS.

ΔE to the lowest compared entry with this formula, charge and spin = 1.478 eV
LUMO energy = 3.4 eV
Frontier orbital gap = 6.31 eV
Total charge = -1

Geometry (Å):
S: 1.33 -1.77 -1.65
O: -1.00 0.69 -0.35
N: -2.08 -0.29 1.55
C: 1.36 0.02 -2.04
C: 2.16 0.84 -1.04
C: -0.86 -0.93 2.02
C: -1.79 0.89 0.71
H: 2.31 1.85 -1.43
H: 0.32 0.33 -1.97
H: 3.13 0.40 -0.84
H: -2.58 -0.94 0.96
H: -1.38 1.65 1.41
H: 1.73 0.13 -3.06
H: 1.60 0.87 -0.11
H: 0.15 -1.70 -1.03
H: -0.08 -0.93 1.26
H: -2.80 1.27 0.42
H: -1.05 -1.97 2.30
H: -0.47 -0.41 2.89

Atomic partial charges in e from the natural (NBO) method, atoms 1 to 2:
1 S -0.148
2 O -0.988



# 3
The following is a DFT calculation (ωB97M-V with the def2-TZVPD basis set) of C5H6S2 in the gas phase.

ΔE to the lowest compared entry with this formula, charge and spin = 0.349 eV
LUMO energy = -0.2 eV
Frontier orbital gap = 8.49 eV
SMILES string = S=C1C[C@@H]2S[C@@H]2C1

Geometry (Å):
S: 1.04 1.32 -1.35
S: -1.60 1.44 1.81
C: -1.20 -0.14 -0.50
C: 0.13 -0.22 -1.25
C: 1.18 -0.11 -0.26
C: 0.58 -0.03 1.14
C: -0.80 0.44 0.87
H: 2.12 -0.61 -0.27
H: 1.19 0.67 1.77
H: -1.93 0.53 -0.94
H: 0.64 -1.11 1.43
H: -1.59 -1.19 -0.46
H: 0.25 -0.98 -2.01

Atomic partial charges in e from the natural (NBO) method, atoms 1 to 2:
1 S 0.118
2 S 0.109



# 4
The following is a DFT calculation (ωB97M-V with the def2-TZVPD basis set) of a molecular structure, C34H31IInN8O3PS2Te.

ΔE to the lowest compared entry with this formula, charge and spin = 1.194 eV
LUMO energy = -0.9 eV
Frontier orbital gap = 5.88 eV

Geometry (Å):
I: 3.86 -1.03 0.87
Te: -3.42 3.46 1.33
In: 0.44 -0.25 -0.26
S: -0.44 2.92 -7.59
S: -1.56 -1.93 -0.32
P: -2.24 1.49 1.82
O: -1.05 1.15 1.00
O: -3.19 0.16 1.82
O: -1.66 1.48 3.35
N: 0.90 2.46 -6.81
N: -0.97 1.04 -1.85
N: 1.71 1.01 -2.25
N: -1.49 2.70 -6.37
N: -0.58 -1.92 2.23
N: 0.27 -0.96 1.90
N: -2.27 -3.32 1.75
N: 1.53 1.28 1.10
C: 2.25 1.73 3.32
C: 0.72 -0.59 4.27
C: 2.03 2.43 0.72
C: -0.82 2.26 -5.31
C: 2.68 3.29 1.58
C: -2.52 1.77 4.43
C: -1.79 2.62 5.46
C: 2.45 -4.11 -1.87
C: 2.85 1.56 -4.73
C: 3.31 -2.87 -0.02
C: 1.77 -4.16 -3.10
C: -2.25 1.15 -1.59
C: 3.18 -5.23 -1.42
C: -5.14 -1.09 2.43
C: 1.58 0.91 2.39
C: 0.85 -2.00 -2.68
C: 1.52 -1.87 -1.49
C: -1.41 -2.37 1.32
C: -2.73 2.06 -3.74
C: -3.17 1.70 -2.49
C: 2.82 2.91 2.91
C: -4.58 0.27 2.05
C: 0.58 2.13 -5.57
C: 0.93 1.38 -3.27
C: 2.41 -2.90 -1.11
C: 0.87 -0.28 2.81
C: -1.37 1.93 -4.04
C: 3.89 -5.18 -0.26
C: 1.01 -3.10 -3.52
C: -0.49 1.45 -3.03
C: 3.00 0.88 -2.45
C: 3.62 1.13 -3.67
C: 1.47 1.68 -4.54
C: 3.99 -3.97 0.43
H: -3.41 2.32 4.06
H: 4.63 -3.89 1.30
H: -3.02 -3.59 1.14
H: 0.14 -1.23 -2.97
H: -2.38 -3.43 2.75
H: 3.08 4.23 1.22
H: 1.90 2.66 -0.33
H: -4.68 -1.44 3.35
H: -2.85 0.83 4.87
H: -0.86 2.14 5.75
H: 0.32 0.27 4.79
H: 0.50 -3.13 -4.47
H: 3.18 -6.12 -2.02
H: -3.39 2.43 -4.50
H: -4.94 -1.81 1.64
H: 3.27 1.79 -5.69
H: 0.02 -1.42 4.38
H: 3.38 3.53 3.60
H: 1.67 -0.87 4.71
H: 1.85 -5.06 -3.70
H: -1.55 3.59 5.03
H: 4.68 1.01 -3.78
H: -5.07 0.63 1.14
H: -6.21 -1.00 2.59
H: -2.42 2.75 6.34
H: -4.20 1.81 -2.20
H: 4.43 -6.04 0.11
H: -2.58 0.79 -0.63
H: 3.59 0.57 -1.60
H: 2.34 1.41 4.35
H: -4.78 0.99 2.85

Atomic partial charges in e from the Löwdin method, atoms 1 to 2:
1 I 1.093
2 Te 0.381



# 5
The following is a DFT calculation (ωB97M-V with the def2-TZVPD basis set) of C7H9NO in the gas phase.

ΔE to the lowest compared entry with this formula, charge and spin = 4.624 eV
LUMO energy = 0.9 eV
Frontier orbital gap = 10.20 eV
SMILES string = C=C/C=C\[C@H]1CN1C=O

Geometry (Å):
O: -1.30 2.14 0.67
N: -1.80 0.13 -0.44
C: 1.61 -0.55 0.87
C: -0.67 -0.68 -0.46
C: 2.03 1.36 -0.62
C: 2.36 0.18 -0.15
C: 0.35 -0.88 0.66
C: -1.96 -1.32 -0.28
C: -2.07 1.33 0.15
H: -3.08 1.53 0.42
H: -0.15 -1.36 1.45
H: 2.17 -1.10 1.76
H: 1.23 2.10 -0.13
H: 2.68 1.87 -1.40
H: 3.30 -0.36 -0.73
H: -2.02 -1.85 0.75
H: -0.13 -0.70 -1.44
H: -2.57 -1.84 -1.10

Atomic partial charges in e from the natural (NBO) method, atoms 1 to 2:
1 O -0.580
2 N -0.446



# 6
The following is a DFT calculation (ωB97M-V with the def2-TZVPD basis set) of a molecular structure, N2P2S.

ΔE to the lowest compared entry with this formula, charge and spin = 0.000 eV
LUMO energy = -0.8 eV
Frontier orbital gap = 8.79 eV

Geometry (Å):
S: -1.27 1.09 0.00
P: 1.33 -0.01 0.00
P: -1.34 -1.05 0.00
N: 0.23 -1.24 0.00
N: 0.33 1.25 0.00

Atomic partial charges in e from the natural (NBO) method, atoms 1 to 2:
1 S 0.341
2 P 1.186



# 7
The following is a DFT calculation (ωB97M-V with the def2-TZVPD basis set) of C4H9N in the gas phase.

ΔE to the lowest compared entry with this formula, charge and spin = 3.043 eV
LUMO energy = 1.1 eV
Frontier orbital gap = 10.33 eV
SMILES string = C[C@H]1N[C@@H]1C

Geometry (Å):
N: 1.23 -0.51 0.26
C: 0.07 -0.15 -1.80
C: -0.59 0.28 1.84
C: 0.24 0.49 0.63
C: 0.01 -0.46 -0.46
H: 0.23 -0.88 -2.56
H: 0.77 0.57 -2.27
H: -0.02 0.18 2.75
H: 1.80 -0.02 -0.32
H: -1.02 -0.91 1.73
H: -1.53 0.90 1.78
H: 0.28 1.57 0.22
H: -1.02 0.30 -1.84
H: -0.44 -1.36 0.02

Atomic partial charges in e from the natural (NBO) method, atoms 1 to 2:
1 N -0.570
2 C -0.646



# 8
The following is a DFT calculation (ωB97M-V with the def2-TZVPD basis set) of a molecular structure, C12H24O14S2.

ΔE to the lowest compared entry with this formula, charge and spin = 0.000 eV
LUMO energy = 0.5 eV
Frontier orbital gap = 11.40 eV

Geometry (Å):
S: -9.82 8.25 42.62
S: -13.28 6.76 45.97
O: -9.44 7.07 43.32
O: -11.39 8.24 42.39
O: -7.34 11.19 46.70
O: -18.70 7.18 41.30
O: -14.41 6.15 46.57
O: -9.31 10.63 47.64
O: -13.34 8.13 45.66
O: -7.50 10.28 48.76
O: -9.16 8.55 41.40
O: -9.81 9.53 43.57
O: -11.97 6.51 46.81
O: -16.74 7.56 40.25
O: -18.57 7.79 39.13
O: -12.81 5.92 44.71
C: -11.45 10.84 46.60
C: -10.01 11.33 46.62
C: -16.04 7.28 41.46
C: -19.99 7.69 39.04
C: -18.06 7.48 40.33
C: -10.81 10.43 43.01
C: -11.97 9.48 42.80
C: -11.96 4.83 45.13
C: -7.98 10.75 47.61
C: -11.35 5.26 46.48
C: -6.07 10.29 48.86
C: -14.61 7.76 41.33
H: -14.15 7.67 42.32
H: -10.42 10.85 42.08
H: -9.57 11.05 45.66
H: -20.44 8.52 39.58
H: -20.27 7.71 37.99
H: -12.50 3.89 45.13
H: -12.68 9.82 42.05
H: -11.55 4.55 47.28
H: -12.00 11.35 45.80
H: -16.52 7.73 42.33
H: -11.19 4.77 44.36
H: -10.29 5.46 46.36
H: -10.98 11.18 43.77
H: -5.84 9.87 49.84
H: -5.67 11.30 48.82
H: -11.98 11.13 47.51
H: -11.54 9.77 46.48
H: -14.04 7.12 40.65
H: -9.99 12.41 46.71
H: -5.64 9.68 48.07
H: -20.36 6.78 39.49
H: -12.51 9.32 43.74
H: -14.53 8.78 40.96
H: -16.08 6.20 41.63

Atomic partial charges in e from the natural (NBO) method, atoms 1 to 2:
1 S 2.561
2 S 2.580



# 9
The following is a DFT calculation (ωB97M-V with the def2-TZVPD basis set) of a molecular structure, C10H17IN3O.

ΔE to the lowest compared entry with this formula, charge and spin = 2.290 eV
LUMO energy (spin up / spin down) = -5.2 / -5.2 eV
Frontier orbital gap (spin up / spin down) = 7.14 / 7.13 eV
Total charge = +1

Geometry (Å):
I: 2.07 -0.10 -3.42
O: 0.84 1.18 1.95
N: -0.25 -2.01 -1.79
N: -0.88 0.11 -2.38
N: 0.08 -0.65 3.16
C: -1.13 -2.17 -2.79
C: -1.73 0.95 -1.67
C: 0.08 -0.71 -1.64
C: 0.20 -0.78 0.86
C: 0.43 -0.04 2.12
C: 0.69 -3.04 -1.44
C: 0.68 3.50 2.68
C: 1.10 2.11 3.00
C: 0.37 -0.16 -0.35
C: -1.60 -0.97 -3.24
H: -2.23 1.75 -2.21
H: 1.11 0.69 -0.41
H: 2.05 2.01 3.39
H: -1.38 -3.20 -3.01
H: -2.50 0.30 -1.24
H: -0.22 -1.71 1.12
H: -0.13 3.40 1.96
H: -2.24 -0.76 -4.07
H: 1.53 4.03 2.33
H: -0.34 0.66 -3.05
H: 0.31 1.74 3.75
H: 0.13 -0.20 4.05
H: 0.29 -4.08 -1.51
H: 1.51 -2.95 -2.19
H: -1.18 1.34 -0.83
H: 0.40 3.87 3.65
H: 1.04 -2.67 -0.53

Atomic partial charges in e from the natural (NBO) method, atoms 1 to 2:
1 I -0.272
2 O -0.509



# 10
The following is a DFT calculation (ωB97M-V with the def2-TZVPD basis set) of 6 unconnected molecules or ions with the total composition C45H56F5O3P.

ΔE to the lowest compared entry with this formula, charge and spin = 0.000 eV
LUMO energy = 0.5 eV
Frontier orbital gap = 9.11 eV
SMILES string = CCP(CCCCCCCCCCOC)CC(=O)O.Fc1ccccc1.Fc1ccccc1.Fc1ccccc1.Fc1ccccc1.Fc1ccccc1

Geometry (Å):
P: -0.71 1.57 -1.89
F: 5.47 2.27 -2.19
F: -6.94 2.15 -0.29
F: -8.48 0.10 3.08
F: 4.38 1.06 8.59
F: 6.43 -3.47 3.74
O: -0.53 4.65 0.03
O: 3.52 -0.94 -2.54
O: 1.15 3.40 0.92
C: -2.81 1.03 -0.07
C: -4.78 4.97 0.41
C: 4.52 0.03 7.75
C: -9.48 -0.69 -0.31
C: 0.47 3.06 -1.64
C: -5.33 3.87 -0.24
C: 5.66 2.71 1.89
C: 6.92 -3.27 1.44
C: 5.62 -0.96 5.86
C: 0.78 -4.09 -3.62
C: -0.30 -3.32 -2.72
C: -6.39 4.73 2.19
C: 4.82 -2.09 6.00
C: 4.77 -2.59 2.31
C: 6.51 -2.91 0.16
C: -5.31 5.40 1.62
C: -2.62 -0.69 -3.69
C: 5.24 -2.37 -0.04
C: -1.78 -3.25 -3.36
C: -0.86 1.36 -3.76
C: 5.54 2.42 -0.85
C: 2.49 -0.07 -1.97
C: 2.25 -3.67 -3.05
C: 0.32 3.74 -0.20
C: -2.43 2.09 -1.25
C: -8.81 -0.09 0.75
C: 4.79 3.41 -0.24
C: 4.85 3.55 1.14
C: -6.94 3.63 1.54
C: 4.37 -2.21 1.04
C: 3.12 -2.85 -4.13
C: -2.52 -1.96 -2.71
C: 6.41 1.71 1.27
C: -9.13 -0.47 2.05
C: 3.07 -1.25 -3.90
C: -6.41 3.21 0.34
C: 3.87 -2.16 7.01
C: 6.34 1.56 -0.12
C: -1.21 -0.14 -4.23
C: -10.46 -1.65 -0.07
C: 6.04 -3.11 2.51
C: -10.10 -1.42 2.30
C: -10.78 -2.01 1.24
C: 5.47 0.11 6.73
C: 3.72 -1.09 7.90
H: 6.91 0.79 -0.62
H: 6.36 -0.91 5.07
H: -9.24 -0.41 -1.33
H: 2.12 -3.04 -2.09
H: 0.30 3.90 -2.40
H: 2.83 -3.16 -5.19
H: 3.39 -1.79 0.88
H: 4.11 -2.47 3.16
H: -2.45 0.01 -0.46
H: 6.08 1.00 6.63
H: 4.17 4.07 -0.84
H: -4.88 6.26 2.13
H: 5.71 2.82 2.97
H: -2.36 -4.16 -2.94
H: 0.68 -3.88 -4.74
H: 2.46 0.85 -2.67
H: 0.16 1.63 -4.22
H: -1.81 -3.26 -4.50
H: -3.25 -1.02 -4.61
H: 0.64 -5.23 -3.52
H: -11.54 -2.76 1.43
H: 4.27 4.33 1.63
H: 0.02 -2.24 -2.47
H: -3.94 5.50 -0.03
H: -2.40 3.17 -0.89
H: -7.79 3.11 1.97
H: -0.41 -3.85 -1.70
H: -3.61 -2.28 -2.49
H: -8.05 0.66 0.58
H: 4.22 -3.17 -3.99
H: -3.22 1.95 -2.06
H: -3.26 0.09 -3.16
H: 4.93 -2.09 -1.04
H: 4.94 -2.92 5.31
H: 3.80 -0.76 -4.62
H: -1.30 -0.09 -5.38
H: -2.01 -1.75 -1.71
H: 2.01 -0.87 -4.12
H: 7.91 -3.68 1.62
H: -10.33 -1.70 3.33
H: -2.21 1.34 0.85
H: -6.80 5.06 3.14
H: 1.57 2.75 -1.73
H: 1.47 -0.59 -1.91
H: -0.32 -0.82 -4.02
H: 3.25 -3.04 7.12
H: -3.92 1.03 0.17
H: 3.00 -1.13 8.70
H: 1.65 2.57 0.72
H: 7.04 1.06 1.85
H: -10.99 -2.11 -0.90
H: 2.82 0.24 -0.91
H: -4.92 3.52 -1.18
H: 7.19 -3.04 -0.68
H: 2.77 -4.63 -2.70
H: -1.61 2.13 -4.16

Atomic partial charges in e from the Löwdin method, atoms 1 to 2:
1 P 0.957
2 F 0.059



# 11
The following is a DFT calculation (ωB97M-V with the def2-TZVPD basis set) of C3H4N2OS in the gas phase.

ΔE to the lowest compared entry with this formula, charge and spin = 2.862 eV
LUMO energy (spin up / spin down) = 0.6 / -0.6 eV
Frontier orbital gap (spin up / spin down) = 6.41 / 8.32 eV
Multiplicity = 3

Geometry (Å):
S: -1.38 1.08 0.40
O: 2.87 -0.49 0.46
N: 0.99 0.29 -0.67
N: -1.23 -0.56 0.92
C: 1.98 -0.03 -0.11
C: -0.66 -1.42 0.19
C: -0.08 1.12 -0.84
H: 0.21 2.09 -1.00
H: -0.57 0.89 -1.84
H: -0.40 -2.26 0.77
H: -1.71 -0.72 1.72

Atomic partial charges in e from the natural (NBO) method, atoms 1 to 2:
1 S 0.373
2 O -0.506



# 12
The following is a DFT calculation (ωB97M-V with the def2-TZVPD basis set) of a molecular structure, C17H36N7OSiTa.

ΔE to the lowest compared entry with this formula, charge and spin = 1.305 eV
LUMO energy = -7.6 eV
Frontier orbital gap = 7.67 eV
Total charge = +2

Geometry (Å):
Ta: 0.39 -0.20 0.51
Si: -1.84 3.07 -2.91
O: 1.90 -0.50 -0.40
N: -0.48 -2.15 2.20
N: -2.94 4.26 3.64
N: 0.06 1.19 1.85
N: -0.89 2.99 3.13
N: -2.25 -0.28 0.97
N: 2.13 -0.66 2.54
N: -0.10 -2.43 -0.67
C: 2.95 -1.75 -2.17
C: -1.59 2.32 -4.62
C: -0.16 -3.44 1.56
C: 1.77 -1.86 3.31
C: 2.98 -0.46 -1.34
C: -1.06 1.81 -1.73
C: -1.98 3.67 3.40
C: -0.53 0.98 -1.01
C: 2.77 0.75 -2.25
C: -3.64 3.21 -2.38
C: 4.29 -0.35 -0.58
C: 0.26 -1.97 3.47
C: -1.93 -2.10 2.51
C: -2.49 -0.70 2.36
C: -0.88 4.67 -2.62
C: -0.69 -3.51 0.14
C: -0.45 2.10 2.45
H: -4.16 2.25 -2.45
H: -1.02 5.03 -1.60
H: -3.55 -0.71 2.62
H: 2.05 0.16 3.13
H: 0.18 4.54 -2.80
H: -4.17 3.91 -3.03
H: 1.81 0.67 -2.77
H: 4.45 -1.22 0.06
H: 0.04 -2.79 4.15
H: -0.63 -2.32 -1.53
H: 0.93 -3.55 1.52
H: -2.00 2.98 -5.39
H: 2.02 -1.83 -2.74
H: 3.78 -1.74 -2.87
H: -3.73 3.58 -1.36
H: -1.78 -3.40 0.12
H: -2.10 1.36 -4.71
H: 2.18 -2.73 2.81
H: -2.60 0.67 0.83
H: 5.12 -0.29 -1.29
H: 3.11 -0.72 2.29
H: 3.57 0.79 -2.99
H: 0.83 -2.72 -0.97
H: 2.19 -1.85 4.32
H: 3.08 -2.63 -1.53
H: -0.54 2.17 -4.83
H: -2.80 -0.86 0.34
H: 2.78 1.67 -1.67
H: -0.46 -4.49 -0.27
H: 4.30 0.55 0.04
H: -2.47 -2.77 1.84
H: -1.24 5.45 -3.29
H: -0.56 -4.28 2.14
H: -0.11 -1.04 3.92
H: -2.11 -2.47 3.53
H: -1.97 -0.01 3.02

Atomic partial charges in e from the natural (NBO) method, atoms 1 to 2:
1 Ta 2.314
2 Si 1.550